No. 1
# C53H51GeIrN4O4P2

C53H51GeIrN4O4P2 as an isolated structure (ωB97M-V/def2-TZVPD, the Open Molecules 2025 dataset).

Its calculated total energy is -147853.1420 eV. Its HOMO-LUMO gap (spin up / spin down) is 6.09 / 6.10 eV. Its HOMO energy (spin up / spin down) is -0.4354 / -0.4355 Ha. Its total charge is +2. The energy above the lowest of the compared OMol25 structures with the same formula, charge and spin is 1.391 eV. The molecular weight comes out at 1134.8 u.

Cartesian coordinates (Å):
Ir: -0.137 0.811 -0.158
C: -2.906 -0.184 1.819
N: -1.546 -0.138 2.447
P: -0.717 1.341 1.793
C: -1.803 2.575 2.588
C: -2.390 2.363 3.836
C: -3.114 3.368 4.454
C: -3.257 4.604 3.840
C: -2.670 4.831 2.605
C: -1.949 3.819 1.987
C: 0.851 1.609 2.653
C: 2.037 1.376 1.871
C: 3.271 1.475 2.569
C: 3.333 1.918 3.873
C: 2.177 2.277 4.559
C: 0.946 2.103 3.947
P: -0.868 -1.637 2.481
C: -2.053 -2.803 3.131
C: -2.702 -2.471 4.324
C: -3.557 -3.380 4.918
C: -3.758 -4.625 4.333
C: -3.105 -4.961 3.159
C: -2.249 -4.052 2.555
C: 0.577 -1.731 3.505
C: 0.695 -0.918 4.627
C: 1.763 -1.091 5.491
C: 2.701 -2.081 5.245
C: 2.572 -2.911 4.139
C: 1.509 -2.743 3.272
H: -3.462 0.702 2.114
H: -3.452 -1.059 2.163
H: -2.811 -0.210 0.730
H: -2.293 1.398 4.319
H: -3.568 3.190 5.419
H: -3.821 5.388 4.325
H: -2.774 5.797 2.129
H: -1.475 4.000 1.035
H: 2.068 1.968 0.952
H: 4.182 1.281 2.016
H: 4.297 2.030 4.350
H: 2.235 2.682 5.559
H: 0.046 2.338 4.500
H: -2.540 -1.503 4.783
H: -4.066 -3.121 5.835
H: -4.429 -5.334 4.798
H: -3.264 -5.930 2.706
H: -1.752 -4.333 1.636
H: -0.043 -0.155 4.826
H: 1.858 -0.456 6.360
H: 3.533 -2.215 5.923
H: 3.298 -3.690 3.955
H: 1.429 -3.397 2.411
C: 5.363 3.943 -1.572
C: 4.045 3.728 -1.195
C: 3.432 2.519 -1.480
C: 4.131 1.503 -2.137
C: 5.450 1.736 -2.518
C: 6.062 2.949 -2.237
Ge: 3.226 -0.153 -2.539
C: 1.945 0.087 -3.967
C: 1.379 1.349 -4.165
C: 0.512 1.579 -5.220
C: 0.209 0.553 -6.102
C: 0.787 -0.696 -5.937
C: 1.654 -0.926 -4.878
C: 4.113 -1.853 -2.500
C: 3.325 -3.006 -2.554
C: 3.907 -4.259 -2.449
C: 5.282 -4.371 -2.295
C: 6.072 -3.234 -2.240
C: 5.490 -1.979 -2.334
H: 5.843 4.887 -1.352
H: 3.501 4.503 -0.671
H: 2.398 2.361 -1.182
H: 6.017 0.977 -3.043
H: 7.087 3.116 -2.537
H: 1.648 2.168 -3.507
H: 0.093 2.565 -5.376
H: -0.467 0.730 -6.928
H: 0.581 -1.486 -6.646
H: 2.112 -1.902 -4.777
H: 2.249 -2.934 -2.674
H: 3.291 -5.147 -2.491
H: 5.738 -5.348 -2.220
H: 7.142 -3.324 -2.113
H: 6.119 -1.102 -2.263
C: -2.518 4.606 -3.248
N: -2.081 4.307 -1.856
C: -0.598 4.189 -1.791
C: -2.800 3.095 -1.264
C: -2.516 1.842 -1.999
C: -3.312 1.501 -3.095
C: -3.069 0.356 -3.830
C: -2.018 -0.470 -3.465
C: -1.247 -0.162 -2.356
C: -1.465 0.997 -1.582
H: -2.033 5.522 -3.573
H: -3.598 4.725 -3.263
H: -2.225 3.772 -3.880
H: -2.357 5.100 -1.275
H: -0.310 3.311 -2.365
H: -0.293 4.043 -0.758
H: -0.164 5.093 -2.212
H: -3.857 3.364 -1.269
H: -2.447 3.000 -0.247
H: -4.153 2.131 -3.364
H: -3.699 0.103 -4.671
H: -1.806 -1.365 -4.035
H: -0.443 -0.848 -2.085
O: 0.487 -3.789 -0.383
C: 0.018 -2.984 0.300
N: -0.513 -2.110 0.943
O: 1.954 -0.291 -1.084
N: 2.434 -0.611 0.125
O: 3.624 -0.649 0.327
O: 1.637 -0.230 1.041

Cartesian forces (eV/Å) of the 6 atoms listed first:
Ir 1.0 -0.6 -0.6
C 0.0 0.0 0.0
N 0.0 -0.1 0.2
P -0.3 0.4 0.3
C -0.1 -0.1 -0.1
C -0.1 -0.1 -0.1

=====

No. 2
# C14H20F15KNO15S5

C14H20F15KNO15S5 as an isolated structure (ωB97M-V/def2-TZVPD, the Open Molecules 2025 dataset).

Its calculated total energy is -158312.6517 eV. Its HOMO-LUMO gap is 6.46 eV. Its HOMO energy is -0.0696 Ha. Its total charge is -3. The molecular weight comes out at 926.7 u.

Cartesian coordinates (Å):
K: 2.334 -1.099 -0.973
C: 0.301 1.918 -0.404
C: -1.154 2.042 0.011
C: -1.516 1.003 1.086
N: -3.005 0.786 1.328
C: -3.115 -0.351 2.336
C: -4.565 -0.647 2.766
C: -5.288 0.600 3.244
C: -5.113 1.819 2.317
C: -3.693 2.038 1.795
C: -3.618 0.345 -0.030
H: 0.971 2.049 0.444
H: 0.474 2.717 -1.124
H: 0.495 0.980 -0.878
H: -1.755 1.973 -0.900
H: -1.374 3.073 0.306
H: -1.011 1.160 2.040
H: -1.175 0.002 0.813
H: -2.486 -0.212 3.215
H: -2.654 -1.216 1.858
H: -4.731 -1.369 3.565
H: -5.162 -1.017 1.928
H: -4.816 0.990 4.153
H: -6.355 0.507 3.445
H: -5.280 2.770 2.830
H: -5.836 1.842 1.498
H: -2.985 2.509 2.479
H: -3.733 2.739 0.961
H: -3.701 1.156 -0.745
H: -4.621 0.056 0.274
H: -2.958 -0.460 -0.357
C: -2.358 -0.951 -3.265
F: -2.283 0.304 -2.811
F: -3.643 -1.289 -3.469
F: -1.681 -0.966 -4.412
S: -1.616 -2.214 -2.041
O: -0.180 -1.941 -2.039
O: -2.300 -1.873 -0.789
O: -2.015 -3.518 -2.540
C: 5.205 -5.581 -0.954
F: 4.974 -5.473 -2.268
F: 5.412 -6.897 -0.756
F: 6.309 -4.856 -0.694
S: 3.661 -4.985 0.157
O: 3.618 -3.579 -0.228
O: 2.546 -5.770 -0.358
O: 3.998 -5.234 1.558
C: 1.891 1.162 3.509
F: 1.280 2.087 2.762
F: 3.190 1.186 3.226
F: 1.680 1.486 4.791
S: 1.112 -0.582 3.205
O: 1.676 -0.944 1.906
O: 1.597 -1.394 4.319
O: -0.350 -0.397 3.217
C: 4.481 3.451 0.642
F: 4.572 3.085 1.918
F: 3.192 3.748 0.390
F: 5.220 4.570 0.503
S: 4.978 2.004 -0.477
O: 5.168 2.561 -1.811
O: 6.221 1.531 0.109
O: 3.893 1.042 -0.371
C: 1.847 -0.095 -6.058
F: 1.442 0.959 -6.770
F: 0.857 -1.008 -5.970
F: 2.802 -0.776 -6.719
S: 2.567 0.539 -4.440
O: 3.614 1.468 -4.811
O: 1.420 1.062 -3.676
O: 3.126 -0.626 -3.767

Cartesian forces (eV/Å) of the 6 atoms listed first:
K 0.3 -0.2 -0.1
C -0.1 1.0 0.4
C -0.7 -0.1 0.0
C 0.1 0.1 -0.5
N -0.1 0.4 -0.8
C -0.6 -0.8 0.2

=====

No. 3
# C9H14

A 2-piece molecular cluster, C9H14 overall (ωB97M-V/def2-TZVPD, the Open Molecules 2025 dataset).

Its calculated total energy is -9558.8847 eV. Its HOMO-LUMO gap is 9.85 eV. Its HOMO energy is -0.3251 Ha. The energy above the lowest of the compared OMol25 structures with the same formula, charge and spin is 1.297 eV. As for the SMILES: Cc1ccccc1.CC. The molecular weight comes out at 122.2 u.

Cartesian coordinates (Å):
C: -1.882 -3.607 -1.687
C: -1.146 -2.358 -1.396
C: -1.181 -1.906 -0.011
C: -0.633 -0.708 0.417
C: 0.064 0.056 -0.561
C: 0.154 -0.407 -1.874
C: -0.400 -1.610 -2.308
H: -1.314 -4.219 -2.430
H: -2.842 -3.573 -1.996
H: -1.847 -4.243 -0.736
H: -1.761 -2.513 0.689
H: -0.598 -0.569 1.528
H: 0.534 0.997 -0.280
H: 0.340 0.269 -2.708
H: -0.267 -1.934 -3.275
C: 1.779 2.782 1.525
C: 1.451 3.758 2.659
H: 1.589 3.308 0.573
H: 2.796 2.443 1.697
H: 1.145 1.985 1.464
H: 1.726 3.238 3.618
H: 1.935 4.759 2.471
H: 0.356 4.054 2.622

Cartesian forces (eV/Å) of the 6 atoms listed first:
C 4.2 -2.8 1.5
C 0.4 1.4 2.1
C -0.7 -0.2 -1.7
C 1.2 -0.8 -0.2
C -0.3 -0.3 0.6
C -1.0 0.8 -0.4

=====

No. 4
# C3H14NO2S

A 3-piece molecular cluster, C3H14NO2S overall (ωB97M-V/def2-TZVPD, the Open Molecules 2025 dataset).

Its calculated total energy is -19737.4233 eV. As for the spin multiplicity: 2. Its HOMO-LUMO gap (spin up / spin down) is 9.90 / 4.79 eV. Its HOMO energy (spin up / spin down) is -0.6642 / -0.6642 Ha. Its total charge is +2. The energy above the lowest of the compared OMol25 structures with the same formula, charge and spin is 1.481 eV. The molecular weight comes out at 128.2 u.

Cartesian coordinates (Å):
C: -1.105 0.196 2.043
C: -0.007 -0.490 1.189
C: -0.176 -1.835 0.746
S: 1.426 -2.769 0.463
N: 0.139 0.521 -0.163
H: -2.090 -0.036 1.611
H: -0.944 1.291 1.881
H: -1.311 -0.126 3.067
H: 0.960 -0.391 1.458
H: -0.736 -2.323 1.579
H: -0.748 -2.016 -0.094
H: 1.025 -3.950 -0.047
H: -0.282 1.365 0.129
H: 1.186 0.573 -0.447
H: -0.221 0.164 -0.999
H: 0.962 3.209 -0.214
H: 0.602 3.756 -1.584
O: 0.272 3.622 -0.672
H: 0.857 -0.861 -3.156
H: 0.190 0.367 -3.723
O: 0.002 -0.265 -3.065

Cartesian forces (eV/Å) of the 6 atoms listed first:
C -0.5 0.2 -1.4
C -1.7 3.8 -2.3
C 0.2 -3.3 1.5
S -0.3 0.8 0.6
N 3.5 -2.6 2.3
H 0.2 0.1 -0.5

=====

No. 5
# C3H9N4

An isolated ion of composition C3H9N4 and charge +1 (ωB97M-V/def2-TZVPD, the Open Molecules 2025 dataset).

Its calculated total energy is -9208.0047 eV. Its HOMO-LUMO gap is 9.56 eV. Its HOMO energy is -0.4818 Ha. Its total charge is +1. The energy above the lowest of the compared OMol25 structures with the same formula, charge and spin is 3.617 eV. As for the SMILES: NN1CC=N[C@H]1[NH3+]. The molecular weight comes out at 101.1 u.

Cartesian coordinates (Å):
N: 1.797 0.218 0.553
N: 0.419 0.252 0.148
C: -0.098 1.579 -0.208
C: -1.586 1.110 -0.356
N: -1.877 0.061 0.243
C: -0.493 -0.712 0.600
N: -0.401 -1.969 -0.198
H: 2.182 0.953 -0.032
H: 2.018 0.509 1.498
H: 0.374 1.877 -1.160
H: -0.122 2.159 0.663
H: -2.308 1.847 -0.814
H: -0.529 -0.896 1.689
H: -0.114 -1.863 -1.171
H: 0.407 -2.576 0.271
H: -1.248 -2.551 -0.029

Cartesian forces (eV/Å) of the 6 atoms listed first:
N -0.1 -0.3 -1.0
N 1.9 0.0 0.3
C -2.1 -3.8 -1.5
C 1.2 3.4 -0.5
N 0.9 -3.7 0.1
C -2.3 4.5 -0.3